<P>
Computed, not measured: the molecule C5H8, with ωB97M-V/def2-TZVPD.

CARTESIAN COORDINATES (ANGSTROEM)
C  -1.00  -0.13  -0.44
C  -1.36  -0.72  0.96
C  0.09  -0.91  0.88
C  0.48  0.30  0.23
C  1.76  0.43  -0.55
H  0.07  1.24  0.59
H  -1.62  0.74  -0.68
H  -0.92  -0.79  -1.30
H  -1.96  -1.63  0.99
H  -1.80  0.07  1.58
H  2.61  0.60  0.12
H  1.95  -0.48  -1.11
H  1.71  1.27  -1.25

Values from the calculation:
Orbital gap ... 0.3147 Eh
HOMO ... -0.29081 Eh

Atomic partial charges in e from the Mulliken method, atoms 1 to 5: number 1, C, carries -0.62; number 2, C, carries -0.34; number 3, C, carries -0.31; number 4, C, carries 0.28; number 5, C, carries -1.34



<Q>
Computed, not measured: the molecule C5H8, with ωB97M-V/def2-TZVPD.

CARTESIAN COORDINATES (ANGSTROEM)
C  0.91  -0.05  0.64
C  0.63  -0.45  -0.84
C  -0.85  -0.02  -1.07
C  -1.57  0.29  0.17
C  -0.48  0.35  1.21
H  1.60  0.80  0.68
H  1.35  -0.88  1.20
H  1.33  0.04  -1.52
H  0.73  -1.54  -0.99
H  -1.37  -0.50  -1.91
H  -0.94  1.08  -1.26
H  -0.48  1.29  1.77
H  -0.87  -0.41  1.91

Values from the calculation:
Orbital gap ... 0.3374 Eh
HOMO ... -0.30748 Eh

Atomic partial charges in e from the Mulliken method, atoms 1 to 5: number 1, C, carries -0.48; number 2, C, carries -0.51; number 3, C, carries -0.34; number 4, C, carries -0.66; number 5, C, carries -0.38



Which one is most stable, and which one is least stable? <Q> is the most stable of them, while <P> is the least stable.